(1)
C37H79F4N5O16PS6 | ωB97M-V/def2-TZVPD

Each line ends with the Löwdin charge.
Geometry (Å):
C -2.5293 1.5135 4.9242  -0.083
C -3.0767 1.9639 3.5572  -0.203
C -1.9363 2.0595 2.5371  -0.155
O -2.5113 1.8078 1.2309  -0.040
N -1.7850 2.4136 0.2563  0.147
C -1.5104 1.8411 -0.8630  -0.241
N -0.7778 2.3420 -1.8559  0.036
C -0.0763 3.5772 -1.6757  -0.184
S 1.4017 3.5711 -0.5787  0.691
O 1.0843 2.9513 0.6764  -0.321
O 1.6995 4.9593 -0.4428  -0.322
C -0.5520 1.4468 -2.9989  -0.330
C 0.1654 2.0931 -4.1584  -0.416
S -1.0339 3.3234 -4.8546  0.894
C -0.2533 3.9010 -6.3924  -0.506
C 1.1001 4.6303 -6.1163  -0.139
C -0.0504 0.0003 -2.5794  -0.342
C 1.4921 0.1447 -2.3257  -0.059
C 2.4690 -0.3334 -3.4335  -0.505
O 3.0023 -1.3733 -3.2835  0.130
N 2.8488 0.5197 -4.5450  -0.173
C 2.8507 -0.1897 -5.8344  -0.093
C 4.2649 0.8680 -4.2722  -0.070
P -0.1621 -1.0027 -4.1828  1.074
C 0.2303 -2.7974 -3.8820  -0.217
C -1.9136 -1.0685 -4.8235  -0.371
C -1.7674 -1.4607 -6.3322  -0.138
C -0.8844 -0.4467 -1.3445  -0.274
C -0.0437 -0.3318 0.0042  -0.109
C 0.8540 -1.5235 0.3978  -0.148
C 0.3774 -2.4119 1.5446  -0.211
F -0.1607 -1.6921 2.5900  -0.047
C -1.4456 -1.8704 -1.3682  -0.092
C -2.4129 -2.2777 -0.2830  -0.402
C -3.2946 -3.4926 -0.6380  -0.009
N -2.5819 -1.7051 0.8135  0.185
N -1.9739 0.5239 -1.0505  0.123
C -3.2928 0.4977 -1.5463  -0.619
F -3.6292 1.7370 -2.0182  0.143
F -3.6002 -0.3506 -2.4961  0.202
F -4.1844 0.3000 -0.5686  0.164
H -1.6805 2.1453 5.1748  0.056
H -3.3390 1.6081 5.6443  0.081
H -2.2322 0.4705 4.8237  0.064
H -3.8146 1.2725 3.1473  0.116
H -3.4800 2.9742 3.6398  0.112
H -1.5082 3.0657 2.6137  0.133
H -1.1452 1.3285 2.7279  0.127
H -1.4456 3.3496 0.4653  0.168
H -0.7211 4.2803 -1.1347  0.131
H 0.2314 4.1417 -2.5556  0.089
H 2.4670 3.0205 -1.2394  0.092
H -1.5504 1.2337 -3.4023  0.095
H 0.4215 1.4529 -4.9934  0.058
H 1.0631 2.6545 -3.8863  0.072
H -0.9346 4.6377 -6.8176  0.066
H -0.1415 3.1083 -7.1315  0.072
H 1.9075 3.9795 -6.4460  0.068
H 1.1902 4.8662 -5.0572  0.048
H 1.1110 5.5711 -6.6640  0.071
H 1.8831 -0.3874 -1.4611  0.102
H 1.7729 1.1959 -2.1830  0.089
H 3.3279 0.4842 -6.5518  0.089
H 3.4621 -1.0983 -5.8136  0.093
H 1.8388 -0.3472 -6.1981  0.048
H 4.4095 1.1370 -3.2204  0.074
H 4.9199 0.0041 -4.4319  0.096
H 4.6100 1.7122 -4.8681  0.093
H -0.6645 -3.4257 -3.8849  0.039
H 0.9200 -3.1549 -4.6456  0.050
H 0.7531 -2.9414 -2.9345  0.032
H -2.3992 -0.0929 -4.8125  0.069
H -2.4976 -1.8710 -4.3674  0.049
H -0.8104 -1.0446 -6.6678  0.043
H -1.6544 -2.5391 -6.4338  0.054
H -2.5703 -1.0592 -6.9445  0.075
H 0.6105 0.5445 -0.0272  0.090
H -0.7121 -0.1296 0.8388  0.092
H 1.8118 -1.1141 0.7371  0.121
H 1.1418 -2.1820 -0.4279  0.113
H 1.2618 -2.9222 1.9408  0.121
H -0.2936 -3.2150 1.2392  0.107
H -0.6872 -2.6509 -1.4148  0.117
H -1.9859 -2.0181 -2.3092  0.085
H -3.1209 -3.8643 -1.6495  0.068
H -3.2547 -4.2632 0.1297  0.086
H -4.3183 -3.1022 -0.6349  0.088
H -3.3081 -2.1611 1.3637  0.090
O -2.1698 -1.0732 6.9555  -0.285
S -1.6795 -2.4183 7.0020  0.571
O -2.5420 -3.5258 6.7376  -0.269
O -0.9443 -2.6513 8.3970  -0.261
C -1.6677 -2.3476 9.6042  -0.254
C -2.6686 -3.4300 9.9579  -0.070
C -0.2523 -2.5494 5.9772  -0.117
H -2.1521 -1.3727 9.5192  0.107
H -0.9197 -2.2695 10.3916  0.123
H -3.4803 -3.4689 9.2318  0.072
H -3.1009 -3.2399 10.9406  0.083
H -2.1897 -4.4092 9.9629  0.087
H 0.4246 -1.7320 6.2125  0.078
H -0.5831 -2.4797 4.9420  0.056
H 0.2201 -3.5119 6.1569  0.077
O -2.5869 -4.8740 -5.6570  -0.294
S -3.5503 -5.9365 -5.6404  0.572
O -4.3522 -6.2172 -6.7853  -0.257
O -4.4999 -5.7440 -4.3717  -0.262
C -5.1537 -4.4737 -4.2024  -0.264
C -6.3533 -4.3217 -5.1167  -0.065
C -2.7710 -7.4239 -5.1095  -0.116
H -4.4397 -3.6588 -4.3473  0.100
H -5.4791 -4.4385 -3.1632  0.116
H -6.0478 -4.2623 -6.1610  0.075
H -6.9042 -3.4130 -4.8718  0.084
H -7.0197 -5.1787 -5.0212  0.090
H -2.1973 -7.2191 -4.2092  0.073
H -2.1123 -7.7518 -5.9109  0.080
H -3.5365 -8.1724 -4.9226  0.079
O -0.6075 3.1377 7.0221  -0.288
S -0.9425 3.6364 8.3225  0.574
O -1.4004 4.9773 8.5006  -0.267
O 0.2812 3.3681 9.3075  -0.260
C 1.5830 3.8420 8.9166  -0.255
C 1.7378 5.3337 9.1402  -0.072
C -2.0849 2.5346 9.0863  -0.112
H 1.7867 3.5732 7.8784  0.113
H 2.2981 3.3031 9.5363  0.122
H 1.0970 5.9019 8.4662  0.072
H 2.7700 5.6381 8.9645  0.082
H 1.4562 5.6011 10.1587  0.086
H -1.7109 1.5181 8.9886  0.066
H -3.0359 2.6379 8.5680  0.078
H -2.1944 2.8131 10.1314  0.077
O 6.2608 2.3736 -1.6067  -0.300
S 7.6850 2.4938 -1.7470  0.568
O 8.3729 1.8846 -2.8397  -0.266
O 8.3761 2.0516 -0.3829  -0.259
C 8.0455 0.7595 0.1597  -0.253
C 8.7657 -0.3632 -0.5614  -0.071
C 8.1272 4.1970 -1.6744  -0.117
H 6.9641 0.6100 0.1469  0.111
H 8.3561 0.7830 1.2029  0.123
H 8.4073 -0.4683 -1.5853  0.071
H 8.6033 -1.3102 -0.0460  0.082
H 9.8361 -0.1639 -0.6109  0.088
H 7.6396 4.6503 -0.8153  0.076
H 7.7830 4.6643 -2.5946  0.078
H 9.2083 4.2745 -1.5954  0.079

Computed properties:
- HOMO-LUMO gap: 8.43 eV
- Charge: +1
- LUMO level: -2.3 eV
- Maximum force: 2.8 eV Å⁻¹
- HOMO level: -0.395 Eh

---

(2)
C4H9O5S | ωB97M-V/def2-TZVPD

Each line ends with the Löwdin charge.
Geometry (Å):
C 1.6909 -1.5893 -0.6627  -0.082
C -1.2856 2.0486 0.6758  -0.021
C 1.9706 -0.1724 -0.2862  -0.389
C -1.3735 0.9808 -0.4599  -0.430
O -1.6541 -1.6247 -0.9146  -0.332
O -3.1270 -0.4552 0.5961  -0.335
O -0.8180 -0.9994 1.2569  -0.357
O -1.3577 1.2838 -1.6381  0.039
O 1.7957 0.0786 1.0320  -0.066
S -1.7634 -0.7067 0.1774  0.401
H 0.6666 -1.7529 -0.3362  0.036
H 1.5156 -1.7972 -1.7230  0.081
H 2.4437 -2.3121 -0.3864  0.071
H -1.7997 1.6790 1.5254  0.058
H -0.3444 2.2253 0.8726  0.010
H -1.7875 2.9981 0.4325  0.089
H 1.2990 0.5477 -0.8555  0.126
H 2.9504 -0.0063 -0.4707  0.067
H 0.9785 -0.4257 1.1645  0.033

Computed properties:
- HOMO-LUMO gap: 9.40 eV
- Charge: -1
- LUMO level: 3.8 eV
- Maximum force: 5.4 eV Å⁻¹
- HOMO level: -0.206 Eh